## P
The following is a DFT calculation (ωB97M-V/def2-TZVPD) of a cluster of 3 separate species, C6H6 in total.

Calculated values
LUMO energy: 1.22 eV
gap between HOMO and LUMO: 11.5 eV
HOMO: -10.3 eV
structure (SMILES): C#C.C#C.C#C

```
! wB97M-V def2-TZVPD RIJCOSX def2/J DEFGRID3
* xyz 0 1
C 1.655 -1.040 -0.046
C 1.077 -2.091 -0.012
H 2.249 -0.160 -0.068
H 0.723 -3.095 0.025
C -1.732 -0.913 0.101
C -2.347 0.117 0.104
H -1.275 -1.872 0.101
H -3.030 0.935 0.116
C 0.073 1.952 -0.060
C 1.273 1.976 -0.086
H -0.986 2.029 -0.050
H 2.320 2.163 -0.126
*
```


## Q
The following is a DFT calculation (ωB97M-V/def2-TZVPD) of a structure of composition C6H6.

Calculated values
LUMO energy (alpha / beta): 0.28 / 0.28 eV
gap between HOMO and LUMO (alpha / beta): 7.9 / 7.9 eV
HOMO (alpha / beta): -7.6 / -7.6 eV

```
! wB97M-V def2-TZVPD RIJCOSX def2/J DEFGRID3
* xyz 0 1
C 1.171 0.624 -0.178
C 0.560 1.705 0.146
C 1.867 -0.601 -0.269
C 0.936 -1.285 0.322
C -0.400 0.716 0.481
C -1.557 0.326 -0.406
H 2.880 -0.834 -0.805
H 0.421 -1.650 1.225
H -0.297 0.255 1.461
H -1.685 -0.719 -0.397
H -1.341 0.681 -1.417
H -2.556 0.782 -0.162
*
```


Energies relative to the most stable structure, in eV: P 0.000; Q 1.217.